C10H13N3S in the gas phase, computed with ωB97M-V/def2-TZVPD.

Cartesian coordinates (Å):
C -1.54192 2.02568 1.72583
S -2.20544 1.72464 0.07587
C -1.56132 -0.03963 -0.10018
C -2.14174 -1.01826 0.99470
C -1.70913 -2.34610 0.74214
N -1.13793 -3.33814 0.81566
N -1.84662 -0.50577 -1.39424
C -1.06896 -0.22947 -2.33905
C 0.28317 0.47755 -2.19858
C 0.64504 0.24464 -0.77928
C 2.05519 0.01730 -0.50736
C 2.84897 0.20896 0.77475
C 2.58813 -1.19734 0.18415
N -0.14453 -0.01988 0.17983
H -1.15883 3.07330 1.93292
H -0.54868 1.51228 1.71834
H -2.19961 1.79520 2.42985
H -3.12802 -0.75344 0.99120
H -1.66960 -0.64744 2.01823
H -1.37519 -0.67236 -3.20294
H 0.81635 0.06568 -3.03202
H 0.21687 1.63808 -2.42310
H 2.76691 0.39996 -1.41306
H 2.22998 0.49838 1.60393
H 3.87754 0.62569 0.77839
H 3.37987 -1.76540 -0.24543
H 1.72949 -1.77411 0.66948

Output
Gap between HOMO and LUMO = 0.3495 Eh
SMILES = CS[C@@]1(CC#N)N=CCC(C2CC2)=N1
E_HOMO = -9.1 eV



A molecular structure, C14H25BNO3PS4SbTi, computed with ωB97M-V/def2-TZVPD.

Cartesian coordinates (Å):
Ti 0.34056 0.03364 -0.33521
S -0.67672 4.49285 -1.36860
Sb -0.13460 3.07621 0.36297
S -1.61538 1.14781 0.35846
S 0.14651 -0.23931 -2.85911
O 1.54674 -0.09845 1.23311
N 1.41545 -1.12770 2.12559
C 2.16073 -1.02412 3.29551
C 2.27202 -2.10252 4.12794
C 1.69027 -3.33326 3.79428
C 1.03965 -3.42826 2.52574
C 0.93017 -2.34477 1.69508
S 0.22514 -2.37255 0.09586
H 2.55900 -0.04085 3.48793
H 2.82118 -1.97730 5.05451
H 1.78164 -4.19418 4.44246
H 0.61464 -4.36172 2.18111
C -3.30718 -2.80363 -1.33481
C -2.95322 -2.77290 -2.81831
C -4.21375 -2.93642 -3.65304
O -2.37772 -1.49246 -3.09545
B -0.99323 -1.60792 -2.96987
O -0.62751 -2.95392 -2.96742
C -1.79348 -3.74869 -3.18980
C -1.79620 -4.13545 -4.66750
C -1.70900 -4.99093 -2.31901
H -3.96436 -1.95959 -1.12218
H -2.41735 -2.69497 -0.71318
H -3.81998 -3.73061 -1.06419
H -4.95720 -2.21144 -3.31906
H -4.63141 -3.93978 -3.53030
H -4.01775 -2.76041 -4.70978
H -1.85595 -3.24553 -5.29573
H -2.62765 -4.80086 -4.91282
H -0.85864 -4.64714 -4.88989
H -1.51023 -4.71708 -1.28441
H -0.88726 -5.62082 -2.66531
H -2.63605 -5.56938 -2.37351
C 3.69044 -0.12327 -1.71601
P 2.52703 1.18274 -1.17155
C 3.55761 2.07091 0.04628
C 2.52253 2.31063 -2.60233
H 4.64287 0.29604 -2.05289
H 3.21632 -0.68503 -2.52073
H 3.86167 -0.80241 -0.87918
H 4.55857 2.26164 -0.35067
H 3.61374 1.45401 0.94364
H 3.08002 3.01424 0.30750
H 3.53793 2.62778 -2.85726
H 1.89997 3.17951 -2.37948
H 2.07392 1.78630 -3.44670

Output
Multiplicity = 4
Gap between HOMO and LUMO (spin up / spin down) = 0.1397 / 0.2201 Eh
Total charge = -2
E_HOMO (spin up / spin down) = 0.6 / -1.5 eV



A molecular structure, C39H47BiN9O2S3Si2, computed with ωB97M-V/def2-TZVPD.

Cartesian coordinates (Å):
Bi -0.29720 0.54001 -1.09731
C -0.45530 -3.74379 2.44879
C -0.53150 -2.26059 2.14819
N -0.65100 -1.81439 0.95319
N -0.70650 -2.68889 -0.07581
C -1.41390 -2.39709 -1.08421
S -2.40900 -0.95789 -1.29941
S -1.39730 -3.58239 -2.40521
C -3.11180 -4.20509 -2.12751
C -3.08870 -5.16229 -0.98821
C -2.73580 -6.49169 -1.20331
C -2.62750 -7.37289 -0.14561
C -2.86950 -6.93689 1.14699
C -3.23010 -5.61869 1.36999
C -3.33530 -4.73439 0.31149
C -0.56080 -1.33509 3.25709
C 0.06650 -1.65559 4.45909
C 0.00030 -0.84009 5.56829
C -0.78960 0.30541 5.51049
C -1.41800 0.65361 4.34389
C -1.29260 -0.10319 3.14119
O -1.81920 0.31231 2.06019
H -0.76300 -4.31619 1.57539
H -1.08870 -4.00379 3.29369
H 0.57760 -4.00249 2.68949
H -3.40500 -4.68069 -3.06141
H -3.72190 -3.32269 -1.93611
H -2.53690 -6.82389 -2.21261
H -2.34920 -8.40229 -0.32611
H -2.77950 -7.62319 1.97689
H -3.42130 -5.27479 2.37609
H -3.60020 -3.70289 0.49439
H 0.66530 -2.55649 4.51189
H 0.54210 -1.09179 6.47229
H -0.91190 0.92261 6.39459
H -2.02400 1.55271 4.30329
C 4.65390 -0.03259 0.11799
C 3.43520 0.44531 -0.62531
N 2.55110 -0.35469 -1.10121
N 2.56480 -1.64569 -0.70351
C 1.97350 -2.60189 -1.45981
N 1.71520 -3.79069 -0.84891
S 1.78560 -2.40699 -3.08701
C 3.18400 1.86721 -0.82121
C 3.77350 2.82701 0.01059
C 3.47340 4.16121 -0.19061
C 2.61620 4.51051 -1.22381
C 2.04950 3.48771 -1.97151
N 2.30720 2.21271 -1.76851
H 4.41260 -0.30179 1.14649
H 5.02180 -0.93329 -0.37961
H 5.44500 0.71351 0.11849
H 2.72170 -1.80609 0.29759
H 1.47110 -3.74099 0.13179
H 1.09720 -4.38919 -1.38111
H 4.42090 2.53331 0.82309
H 3.89690 4.91681 0.45609
H 2.35980 5.54001 -1.41761
H 1.34300 3.69831 -2.76521
C -0.65060 4.32101 -0.37941
Si -1.60780 2.80001 -1.09221
C -3.32860 2.75231 -0.25491
C -1.82170 3.37551 -2.91041
C -2.41450 4.60851 -3.17001
C -2.48620 5.12341 -4.45021
C -1.96540 4.39471 -5.50591
C -1.38940 3.16171 -5.26401
C -1.30280 2.63221 -3.97931
Si -0.51660 0.90081 -3.68941
C 1.11130 0.85901 -4.68601
C -1.74040 -0.28289 -4.57561
H -1.20260 4.83481 0.40139
H -0.45280 5.04441 -1.16561
H 0.30330 4.02001 0.04119
H -3.63080 3.71951 0.13709
H -3.31550 2.04571 0.56939
H -4.08840 2.41791 -0.95451
H -2.81730 5.18081 -2.34511
H -2.93530 6.09301 -4.62441
H -2.00080 4.79621 -6.51111
H -0.98730 2.59791 -6.09461
H 0.97100 1.17371 -5.71631
H 1.50110 -0.15279 -4.69701
H 1.86350 1.49651 -4.23391
H -1.85760 -0.03689 -5.62841
H -2.72180 -0.24509 -4.11001
H -1.38780 -1.30859 -4.50681
C 4.00660 0.24641 4.28069
N 2.88410 0.90901 3.66809
C 2.47290 2.12201 4.08929
C 1.39760 2.72901 3.54029
C 0.69820 2.01091 2.51449
N 1.18980 0.88261 2.02499
C 2.22910 0.27241 2.56639
O 2.68800 -0.79849 2.18609
N -0.45020 2.45621 1.99829
H 4.10130 0.54821 5.32359
H 4.93200 0.48991 3.74789
H 3.84530 -0.82999 4.21609
H 3.04310 2.56311 4.89859
H 1.03700 3.68251 3.89339
H -0.86340 3.25011 2.46509
H -1.12210 1.64841 1.78129

Output
Gap between HOMO and LUMO = 0.2391 Eh
Total charge = -1
E_HOMO = -4.3 eV



2 unconnected molecules or ions with the total composition C3H6N2O, computed with ωB97M-V/def2-TZVPD.

Cartesian coordinates (Å):
H 0.76136 0.27346 1.42376
O 1.58978 -0.00578 2.49589
N 0.25467 0.14045 0.43164
H 0.96296 -0.52180 3.06840
C -0.39273 -0.99886 -0.02999
C 0.08904 1.11965 -0.42961
C -0.90588 -0.67614 -1.23717
N -0.51023 0.60986 -1.50648
H -0.72455 1.08270 -2.37155
H 0.57037 2.09455 -0.41670
H -1.44870 -1.23227 -1.99564
H -0.24609 -1.88582 0.56744

Output
Multiplicity = 2
Gap between HOMO and LUMO (spin up / spin down) = 0.4224 / 0.2491 Eh
Total charge = +1
E_HOMO (spin up / spin down) = -14.5 / -14.5 eV



It is found that the relative energy (zero: lowest compared OMol25 entry of this formula, charge and spin) values, taken in the order of the records, are 100.6, 1.8, 9.8, 15.3 kcal/mol.
It is found that the maximum force values, taken in the order of the records, are 0.1142, 0.0026, 0.0308, 0.0402 Eh/bohr.